No. 1
This record from the Open Molecules 2025 dataset describes 2 unconnected molecules or ions with the total composition C7H13ClNOP in a non-equilibrium geometry. The level of theory is ωB97M-V with the def2-TZVPD basis set.

Atoms and positions in Å:
C 2.348 -2.207 0.785
C -1.411 0.311 0.152
C -2.273 -0.171 -0.945
C -2.177 0.837 1.414
C 1.267 0.843 1.200
C 2.838 -1.598 -0.367
C 1.709 -1.537 -1.376
N 2.061 -2.516 1.855
O 0.561 -0.755 -0.959
P 0.056 -0.428 0.580
Cl 4.236 1.359 -0.027
H -2.751 -1.217 -0.608
H -3.159 0.446 -1.099
H -1.795 -0.326 -1.911
H -2.593 -0.074 1.757
H -2.900 1.519 1.000
H -1.497 1.211 2.104
H 0.779 1.851 1.341
H 1.894 0.295 2.071
H 2.010 0.952 0.415
H 3.439 -0.701 -0.249
H 3.571 -2.214 -0.854
H 1.232 -2.418 -1.601
H 2.120 -1.068 -2.267

As for the orbital gap (alpha / beta): 7.967 / 3.814 eV. The energy above the lowest of the compared OMol25 structures with the same formula, charge and spin is 10.9 kJ/mol. Its HOMO energy (alpha / beta) is -7.242 / -8.175 eV. Its spin multiplicity is 3.


No. 2
This record from the Open Molecules 2025 dataset describes 2 unconnected molecules or ions with the total composition C3H4NOS in a non-equilibrium geometry. The level of theory is ωB97M-V with the def2-TZVPD basis set.

Atoms and positions in Å:
C -0.761 -0.029 2.140
C 1.397 -2.043 0.197
C -0.361 1.249 0.055
N -0.829 0.707 1.243
O 0.688 -2.692 -0.544
S 2.445 -0.777 -0.093
H 1.489 -2.346 1.373
H 0.688 1.094 -0.289
H -0.399 2.356 0.273
H -1.014 0.909 -0.780

As for the orbital gap: 7.082 eV. The energy above the lowest of the compared OMol25 structures with the same formula, charge and spin is 125.8 kJ/mol. As for the net charge: -1. Its HOMO energy is -3.333 eV.


No. 3
This record from the Open Molecules 2025 dataset describes a molecular structure, C5H5NO2 in a non-equilibrium geometry. The level of theory is ωB97M-V with the def2-TZVPD basis set.

Atoms and positions in Å:
C 0.781 -1.614 -0.517
C -0.891 -0.292 1.482
C -0.842 -0.086 -1.168
C 0.971 -0.177 -0.212
C -0.325 0.468 0.131
N 0.444 -0.706 -1.541
O 1.090 -2.738 -0.294
O -0.117 -0.364 2.403
H -1.856 -0.667 1.346
H -1.703 -0.789 -1.114
H -1.003 0.682 -1.995
H 1.931 0.121 -0.117
H -0.414 1.487 0.133

As for the orbital gap: 9.388 eV. The energy above the lowest of the compared OMol25 structures with the same formula, charge and spin is 426.6 kJ/mol. Its HOMO energy is -9.131 eV.


No. 4
This record from the Open Molecules 2025 dataset describes a molecular structure, C20H23ClMnN3O4P. The level of theory is ωB97M-V with the def2-TZVPD basis set.

Atoms and positions in Å:
Mn 2.125 -1.010 -0.626
N 3.074 -1.142 1.456
C 4.533 -1.091 1.338
C 4.910 0.000 0.345
N 4.249 -0.265 -0.936
H 2.699 -0.288 1.862
H 2.770 -1.918 2.033
H 4.871 -2.059 0.962
H 5.038 -0.915 2.293
H 5.999 0.067 0.257
H 4.550 0.965 0.709
H 4.679 -1.040 -1.435
H 4.280 0.535 -1.557
O 2.000 -4.256 -3.023
Cl 1.954 -3.093 -2.231
O 0.630 -2.542 -2.083
O 2.806 -2.021 -2.757
O 2.457 -3.331 -0.859
N 0.944 0.474 -0.253
P -0.577 0.575 -0.059
C -1.491 1.204 -1.505
C -1.408 0.467 -2.687
C -2.009 0.925 -3.846
C -2.697 2.133 -3.843
C -2.779 2.876 -2.677
C -2.179 2.413 -1.512
C -1.461 -0.975 0.344
C -0.837 -1.856 1.225
C -1.430 -3.056 1.577
C -2.668 -3.394 1.049
C -3.306 -2.524 0.180
C -2.708 -1.320 -0.168
C -1.079 1.676 1.308
C -2.368 1.683 1.836
C -2.697 2.535 2.877
C -1.736 3.390 3.403
C -0.451 3.389 2.883
C -0.125 2.534 1.840
H -0.859 -0.470 -2.701
H -1.936 0.342 -4.755
H -3.163 2.493 -4.750
H -3.309 3.820 -2.670
H -2.250 3.003 -0.608
H 0.133 -1.589 1.641
H -0.926 -3.730 2.257
H -3.131 -4.336 1.312
H -4.269 -2.784 -0.239
H -3.215 -0.656 -0.856
H -3.119 1.011 1.439
H -3.700 2.531 3.283
H -1.990 4.053 4.219
H 0.299 4.055 3.291
H 0.873 2.514 1.418

As for the orbital gap (alpha / beta): 7.903 / 8.333 eV. The energy above the lowest of the compared OMol25 structures with the same formula, charge and spin is 0.0 kJ/mol. Its HOMO energy (alpha / beta) is -7.609 / -8.055 eV. Its spin multiplicity is 6.


No. 5
This record from the Open Molecules 2025 dataset describes a molecular structure, C14H17BCdF6N6O in a non-equilibrium geometry. The level of theory is ωB97M-V with the def2-TZVPD basis set.

Atoms and positions in Å:
H 0.458 3.028 0.413
N 0.066 1.489 -0.988
B -0.305 0.129 -3.126
N 0.064 1.437 -2.363
C 0.419 2.642 -2.865
Cd -0.565 -0.302 0.513
H 0.473 2.776 -3.930
C 0.647 3.505 -1.790
H 0.944 4.533 -1.843
C 0.404 2.737 -0.630
H -0.236 0.264 -4.310
C -1.155 -2.200 1.379
H -1.170 -2.107 2.474
H -0.411 -2.953 1.082
H -2.151 -2.478 1.002
N -1.759 -0.262 -2.694
N 0.666 -0.966 -2.606
N -2.046 -0.414 -1.363
N 0.774 -1.229 -1.257
C -2.883 -0.472 -3.418
C 1.521 -1.756 -3.294
H -2.850 -0.380 -4.491
H 1.581 -1.685 -4.368
C -3.916 -0.787 -2.535
C 2.187 -2.566 -2.379
C -3.343 -0.749 -1.253
C 1.683 -2.207 -1.113
H -4.938 -1.014 -2.778
H 2.926 -3.315 -2.600
H -3.795 -0.934 -0.285
H 1.938 -2.605 -0.136
H -2.068 0.667 0.876
C 2.257 1.557 3.342
C 1.195 0.473 3.154
O 1.099 0.102 1.872
C 1.573 -0.803 4.046
F 1.754 -0.485 5.363
F 0.634 -1.783 3.999
F 2.734 -1.347 3.594
C -0.166 1.084 3.691
F -0.053 1.560 4.958
F -0.525 2.143 2.893
F -1.208 0.208 3.676
H 3.226 1.168 3.018
H 2.319 1.902 4.377
H 1.999 2.397 2.689

As for the orbital gap (alpha / beta): 6.106 / 6.206 eV. Its HOMO energy (alpha / beta) is -9.072 / -9.067 eV.


no.,electronic energy (eV)
1,-32813.4515
2,-17548.2261
3,-10846.8935
4,-86899.5086
5,-47325.3374